# 1
{
  "formula": "C5H10NO",
  "method": "wB97M-V/def2-TZVPD",
  "symbols": ["C", "C", "C", "N", "H", "H", "H", "H", "H", "H", "O", "C", "C", "H", "H", "H", "H"],
  "coordinates": [[0.467345, -0.216310, 2.393729], [1.637870, -0.487471, 1.849710], [-1.813825, 0.370153, 2.004203], [-0.651416, 0.082140, 1.579935], [0.293320, -0.208678, 3.460011], [1.786713, -0.417346, 0.778389], [2.486111, -0.764896, 2.456064], [-2.593085, 0.580372, 1.284111], [-2.003932, 0.373065, 3.070611], [-0.504658, 0.065855, 0.552191], [-0.660039, 0.044994, -1.126870], [-0.505165, -0.190762, -2.310203], [0.622546, 0.318053, -3.124203], [-1.254269, -0.818520, -2.816963], [1.273014, 0.945098, -2.521000], [0.241023, 0.854563, -3.994888], [1.178448, -0.530310, -3.534827]],
  "atomic_forces_ev_per_a": [[0.2, -0.1, 0.3], [0.1, 0.1, -0.3], [0.0, -0.1, 0.1], [0.1, 0.2, -0.1], [-0.2, -0.1, 0.0], [0.0, -0.2, 0.0], [0.0, 0.1, 0.1], [0.0, 0.0, 0.0], [-0.1, 0.1, 0.0], [0.0, 0.0, 0.0], [0.1, -0.1, 0.0], [-0.2, 0.0, 0.0], [0.1, -0.1, 0.0], [0.0, 0.0, -0.1], [0.0, 0.1, -0.1], [-0.1, 0.1, 0.1], [0.0, 0.0, 0.1]],
  "gap_ev": 9.48,
  "energy_ha": -326.21855,
  "charge": 1,
  "homo_energy_ev": -14.3,
  "e_above_lowest_kcal_mol": 39.69
}

=====

# 2
{
  "formula": "C5H14N3",
  "method": "wB97M-V/def2-TZVPD",
  "symbols": ["C", "C", "C", "C", "C", "N", "N", "N", "H", "H", "H", "H", "H", "H", "H", "H", "H", "H", "H", "H", "H", "H"],
  "coordinates": [[0.173765, -1.131261, -1.250692], [-1.005036, -0.421512, -2.014970], [1.134761, -0.213967, -0.374912], [0.865688, 1.598260, 1.242142], [0.409081, -0.698329, 1.890048], [-1.968348, -0.093697, -0.945738], [-1.850687, 0.767614, -0.062177], [0.479550, 0.264013, 0.779613], [-0.173206, -1.904583, -0.580994], [0.811096, -1.524271, -1.939679], [-0.531176, 0.528241, -2.515484], [-1.516282, -1.060733, -2.628963], [2.049028, -0.820894, -0.266983], [1.294894, 0.689198, -0.996563], [-0.044310, 1.920660, 1.852074], [1.739938, 1.553651, 1.835747], [1.118370, 2.285566, 0.316655], [1.230903, -0.439069, 2.672604], [-0.679334, -0.444610, 2.403578], [0.363242, -1.714332, 1.490995], [-2.765651, -0.687130, -0.687626], [-1.136288, 1.547186, -0.218675]],
  "atomic_forces_ev_per_a": [[-0.9, 1.9, 2.0], [3.0, 2.2, 2.2], [-1.0, -0.2, -2.7], [-1.9, 0.7, -1.7], [-2.3, 2.1, 1.9], [-0.1, 1.6, 1.1], [0.9, 1.2, -0.2], [-0.2, -0.1, 1.0], [-0.4, -0.5, -0.2], [1.5, -1.4, -2.2], [-1.5, -1.6, 0.8], [-0.9, -1.4, -2.0], [0.0, 0.5, 0.4], [0.6, -0.6, 0.1], [1.5, 0.3, -0.7], [1.0, 0.2, 0.9], [-0.8, -1.1, 1.9], [-1.3, -1.1, -1.3], [2.8, -1.0, -0.8], [0.4, 0.1, 0.5], [0.4, -0.5, -0.7], [-0.8, -1.6, -0.3]],
  "gap_ev": [7.40, 7.41],
  "energy_ha": -362.79544,
  "charge": 1,
  "homo_energy_ev": [-12.7, -12.7],
  "e_above_lowest_kcal_mol": 115.29,
  "smiles": "[H]/N=[NH+]\\CCCN(C)C"
}

=====

# 3
{
  "formula": "C5H14ClIO2PPt",
  "method": "wB97M-V/def2-TZVPD",
  "symbols": ["C", "I", "H", "H", "H", "Pt", "P", "C", "C", "H", "H", "H", "C", "H", "H", "H", "H", "H", "H", "C", "O", "Cl", "O", "H", "H"],
  "coordinates": [[-0.836876, 1.790211, 0.433805], [0.083614, -2.498948, -1.165885], [-0.511817, 1.990602, 1.462814], [-1.901290, 1.520290, 0.377387], [-0.600858, 2.688508, -0.161035], [0.389263, 0.211358, -0.197146], [2.427038, 1.059783, -0.728423], [2.416358, 1.386681, -2.495505], [2.626736, 2.531545, 0.241681], [3.434291, -0.551577, 0.726687], [4.582866, 0.271434, -0.428283], [3.491232, -1.068725, -0.997495], [3.609140, -0.218623, -0.311249], [2.488008, 2.283779, 1.294922], [3.647273, 2.846166, 0.027513], [3.406814, 1.805440, -2.706059], [1.619830, 2.098608, -2.739823], [1.902658, 3.287088, -0.063925], [2.253851, 0.445353, -3.035718], [-0.587014, 0.399713, -1.814922], [-1.250290, 0.571710, -2.749696], [1.037400, -0.188574, 2.064925], [-2.314829, -1.202591, 1.132233], [-1.675295, -1.129651, 1.857226], [-1.935107, -1.901561, 0.564502]],
  "atomic_forces_ev_per_a": [[-1.5, 1.3, 0.7], [0.2, -0.4, 0.0], [0.0, -0.5, -0.1], [0.4, 0.0, 0.0], [0.0, -0.6, -0.3], [-1.2, -1.3, 1.3], [1.3, -0.3, -1.4], [0.1, 0.0, 0.3], [-0.3, -0.1, 0.1], [0.4, 0.1, -0.3], [0.2, -0.5, 0.2], [0.2, 0.2, 0.1], [-0.1, 0.2, 0.1], [0.3, 0.2, 0.1], [0.2, 0.4, 0.2], [-0.1, 0.0, -0.5], [0.3, 0.1, -0.1], [0.2, 0.1, 0.0], [0.3, 0.2, 0.0], [-3.5, 1.7, -4.2], [2.9, -0.9, 3.7], [-0.3, 0.0, -0.3], [1.3, 0.2, -0.7], [-0.6, -0.3, 0.5], [-0.8, 0.0, 0.5]],
  "gap_ev": [6.61, 4.65],
  "energy_ha": -1566.54914,
  "charge": 3,
  "spin_multiplicity": 5,
  "homo_energy_ev": [-20.1, -22.0],
  "e_above_lowest_kcal_mol": 0.00
}

=====

# 4
{
  "formula": "C5H14O",
  "method": "wB97M-V/def2-TZVPD",
  "symbols": ["C", "C", "C", "H", "H", "H", "H", "H", "H", "H", "H", "C", "C", "O", "H", "H", "H", "H", "H", "H"],
  "coordinates": [[-1.571395, -1.132797, -0.103539], [-3.045149, -0.921771, -0.404419], [-0.815225, -2.121994, -0.983030], [-1.414003, -1.449001, 0.931763], [-1.033373, -0.184905, -0.119731], [-3.278260, 0.103958, -0.690084], [-3.405422, -1.532672, -1.234686], [0.162023, -2.362108, -0.561780], [-0.782946, -1.769793, -2.008828], [-3.670104, -1.148542, 0.456922], [-1.279856, -3.102984, -0.832380], [1.570006, 0.951421, 0.332347], [1.068030, 2.030749, 1.254893], [2.860518, 1.299929, -0.106814], [1.550997, -0.027754, 0.831729], [0.917503, 0.773352, -0.528236], [1.229971, 2.985169, 0.746647], [3.492713, 0.573798, -0.087463], [1.610109, 1.994867, 2.198448], [0.003136, 2.006136, 1.487706]],
  "atomic_forces_ev_per_a": [[1.0, 0.3, 0.6], [-0.4, 0.1, -0.3], [-0.5, -0.6, 1.0], [-0.3, -0.1, 0.0], [-0.1, 0.2, -0.2], [0.1, 0.1, 0.0], [0.1, -0.2, 0.0], [0.4, 0.7, -0.3], [0.1, -0.4, -0.2], [0.0, -0.1, 0.0], [-0.4, 0.1, -0.8], [-0.6, -1.2, 0.1], [-0.1, 0.5, -0.2], [0.7, 0.3, -0.2], [0.3, 0.1, 0.2], [0.0, 0.5, -0.1], [0.2, 0.1, 0.3], [-0.4, 0.0, 0.1], [0.1, 0.2, 0.0], [-0.1, -0.4, -0.1]],
  "gap_ev": 11.14,
  "energy_ha": -274.10884,
  "charge": 0,
  "homo_energy_ev": -10.3,
  "e_above_lowest_kcal_mol": 20.84,
  "smiles": "CCC.CCO"
}

=====

# 5
{
  "formula": "C4H12NS2",
  "method": "wB97M-V/def2-TZVPD",
  "symbols": ["C", "C", "C", "C", "N", "S", "S", "H", "H", "H", "H", "H", "H", "H", "H", "H", "H", "H", "H"],
  "coordinates": [[2.091107, -0.089020, 1.528462], [-0.217604, 0.201948, 0.541669], [1.236596, -0.294142, 0.263221], [-1.445204, -0.318195, -0.303389], [-1.349547, -0.005560, -1.782129], [1.893218, 0.625321, -1.126624], [-3.016993, 0.622022, -0.113736], [2.093364, 0.949080, 1.953662], [3.101183, -0.493919, 1.414789], [1.574000, -0.650465, 2.320058], [-0.509685, -0.046213, 1.538846], [-0.244499, 1.228660, 0.509080], [1.232579, -1.388562, 0.023100], [-1.515964, -1.453826, -0.075605], [-2.233536, -0.305785, -2.247971], [-0.461238, -0.304079, -2.259751], [-1.350101, 1.044504, -2.000770], [2.744629, 1.284766, -0.306226], [-3.622299, -0.606531, 0.123322]],
  "atomic_forces_ev_per_a": [[-0.9, 0.0, 0.8], [-0.8, -2.1, -0.8], [-1.1, -0.6, 0.5], [0.9, -0.1, 0.5], [1.7, 0.7, -2.2], [0.9, 0.3, -0.1], [-0.6, -2.0, 2.0], [0.2, -0.6, -0.9], [-0.2, 0.3, 0.0], [0.4, -0.2, -0.1], [-0.2, -0.4, 0.8], [0.2, 2.6, -0.1], [0.0, 0.8, 0.1], [-0.3, 1.9, -1.1], [1.0, -0.3, 0.1], [-1.0, -0.3, 0.3], [0.1, -1.5, 1.0], [-0.2, 0.2, -0.7], [-0.2, 1.4, -0.1]],
  "gap_ev": 9.28,
  "energy_ha": -1010.44141,
  "charge": 1,
  "homo_energy_ev": -12.9,
  "e_above_lowest_kcal_mol": 33.94,
  "smiles": "C[C@H](S)C[C@H]([NH3+])S"
}

=====

# 6
{
  "formula": "C11H13PS",
  "method": "wB97M-V/def2-TZVPD",
  "symbols": ["C", "C", "C", "C", "C", "C", "C", "C", "C", "C", "C", "P", "S", "H", "H", "H", "H", "H", "H", "H", "H", "H", "H", "H", "H", "H"],
  "coordinates": [[-0.311061, -1.204089, -0.935592], [-0.272794, -2.387554, -0.154611], [1.493824, -1.430507, 1.308783], [0.350571, -0.086817, -0.430429], [0.634079, -2.438031, 0.899091], [1.293664, -0.269294, 0.628746], [-0.335924, 2.145781, -0.461892], [0.696688, 1.301461, -0.859648], [0.907141, -3.822202, 1.546792], [1.454960, 1.587657, -2.078667], [-2.497324, 3.164121, 0.803804], [-1.602908, 1.610988, 0.508952], [2.213528, 1.285169, 0.603359], [-0.954239, -1.187483, -1.796336], [-0.703567, -3.180090, -0.649353], [2.182482, -1.658241, 2.071084], [-0.281638, 3.283551, -0.699771], [1.593591, -3.718074, 2.464375], [-0.016723, -4.266316, 1.750743], [1.237854, -4.540163, 0.746517], [0.836919, 1.360354, -3.052813], [2.284892, 0.882284, -2.265643], [1.762538, 2.597522, -2.144829], [-2.140962, 3.888054, 0.087761], [-2.119534, 3.524819, 1.817306], [-3.555816, 3.020035, 0.981705]],
  "atomic_forces_ev_per_a": [[-0.4, 0.5, 1.5], [2.0, 3.4, -0.5], [-1.9, 0.0, -1.1], [2.6, -2.0, 0.6], [0.5, -3.1, 0.7], [0.2, 1.7, -0.8], [-2.4, 4.2, 0.9], [1.8, -1.2, 0.9], [1.2, 0.9, -0.8], [-0.7, -2.2, -3.8], [1.2, 0.4, 2.1], [0.1, -0.3, -0.5], [-1.7, -0.8, -0.5], [0.0, 0.2, -0.4], [-1.0, -2.2, -0.1], [0.9, 0.3, 0.7], [0.1, -2.0, 0.2], [-1.1, -0.6, -1.6], [-1.5, -0.6, 1.2], [0.6, 0.8, 0.8], [0.5, 0.7, 1.7], [-0.1, 0.5, 0.6], [0.5, 1.0, 0.0], [-0.7, 0.5, -0.3], [-0.3, -0.3, -1.0], [-0.2, 0.2, -0.6]],
  "gap_ev": 7.45,
  "energy_ha": -1166.38045,
  "charge": 0,
  "homo_energy_ev": -7.8,
  "e_above_lowest_kcal_mol": 42.44,
  "smiles": "C/P=C/[C@@]1(C)Sc2cc(C)ccc21"
}

=====

M readings, ordered: 100.141, 116.188, 494.574, 90.166, 138.281, 208.266 g/mol